# 1
Below is a structure of composition C4H11CsNO5S, with properties calculated with ωB97M-V/def2-TZVPD.

Computed properties:
Energy above the lowest of the compared OMol25 structures with the same formula, charge and spin ... 306.78 kJ/mol
E ... -27435.81849 eV
HOMO level ... -1.7 eV
Kohn-Sham gap ... 0.104 Eh
Charge ... -1

Cartesian coordinates (Å):
Cs1 0.1425 -2.1298 1.6452
S1 0.0702 -5.6166 3.4643
O1 -0.8209 -6.1443 2.4696
O2 0.9366 -4.5463 2.9943
O3 -0.9514 -4.9940 4.2843
O4 0.6389 -6.7947 4.1836
C1 0.8044 1.6137 0.3617
C2 -0.3148 1.3056 -0.6165
C3 0.1611 1.1455 -2.1023
O5 0.9461 2.3283 -2.5743
C4 0.1154 3.4810 -2.6880
N1 -0.9050 0.0670 -0.1503
H1 0.3271 1.9731 1.2734
H2 1.5106 2.3429 -0.0351
H3 1.3972 0.7156 0.5353
H4 -1.0190 2.1360 -0.5642
H5 -0.8100 1.1434 -2.5973
H6 0.8456 0.3071 -2.2319
H7 0.6523 4.1583 -3.3522
H8 0.1696 4.0628 -1.7679
H9 -0.9355 3.3236 -2.9308
H10 -1.0923 0.1408 0.8395
H11 -1.8686 -0.0191 -0.4402

# 2
Below is a cluster of 2 separate species, C5H13N3O in total, with properties calculated with ωB97M-V/def2-TZVPD.

Computed properties:
Energy above the lowest of the compared OMol25 structures with the same formula, charge and spin ... 304.67 kJ/mol
E ... -11911.45898 eV
HOMO level ... -7.1 eV
Kohn-Sham gap ... 0.290 Eh
Structure (SMILES) ... C/N=C(\N)O.C/C=C\N

Cartesian coordinates (Å):
C1 0.6254 2.3967 0.6948
C2 0.5481 0.0270 0.8892
N1 1.9397 -0.1487 0.8080
O1 -0.0073 -1.0107 1.6302
N2 -0.0209 1.2017 1.1642
H1 -0.4841 -0.5519 2.3376
H2 2.2170 -1.1165 0.7264
H3 2.3877 0.4392 0.1207
H4 1.6360 2.5419 1.1044
H5 0.0366 3.2572 1.0178
H6 0.7071 2.4450 -0.4105
C3 -0.0710 -2.0275 -1.2658
N3 -2.2995 -0.2750 -0.2580
C4 -1.2399 0.2019 -0.9325
C5 -0.0597 -0.5238 -1.1288
H7 -2.8597 0.3887 0.2548
H8 -2.1896 -1.1785 0.1801
H9 -1.3148 1.2342 -1.2452
H10 0.6334 -0.0292 -1.8005
H11 -0.6318 -2.3796 -2.1367
H12 -0.5049 -2.4990 -0.3827
H13 0.9520 -2.3932 -1.3672

# 3
Below is a cluster of 2 separate species, C3H7N3O3S2 in total, with properties calculated with ωB97M-V/def2-TZVPD.

Computed properties:
⟨S²⟩ ... 2.017
Multiplicity ... 3
E ... -35501.86760 eV
HOMO level (spin up / spin down) ... -4.9 / -9.7 eV
Kohn-Sham gap (spin up / spin down) ... 0.199 / 0.303 Eh

Cartesian coordinates (Å):
C1 1.2171 -1.0119 -1.0604
C2 2.1825 -0.6582 -0.0860
C3 -0.1936 -1.2165 0.7953
N1 -0.0354 -1.1162 -0.5534
N2 -1.1474 -1.2107 -1.3918
N3 -1.2123 -1.7491 1.3294
O1 -0.6388 2.8519 -0.9280
O2 -1.2206 1.2187 0.7664
O3 0.6295 2.8414 1.1513
S1 1.4443 -0.7457 1.4570
S2 -0.0434 1.7854 0.1202
H1 1.3549 -1.0329 -2.1580
H2 3.2686 -0.7146 -0.0781
H3 -1.9310 -0.5600 -1.0203
H4 -1.3984 -2.1606 -1.5800
H5 -1.4049 2.5334 -1.2606
H6 -1.3491 -1.6168 2.3940
H7 0.4781 2.5621 2.1030